No. 1
One molecule with the formula C2H2FIO3, computed with the ωB97M-V functional and the def2-TZVPD basis.

Results
Multiplicity: 1
LUMO energy: -0.709 eV
DFT total energy: -19065.12942 eV
HOMO energy: -0.3784 Eh
Energy above the lowest of the compared OMol25 structures with the same formula, charge and spin: 1.777 eV

Last column: Mulliken charge in e.
Geometry (Å):
1 O 2.057 -0.024 -1.928  -0.46
2 C 1.695 0.505 -0.916  0.41
3 F 2.604 1.194 -0.235  -0.18
4 C 0.390 0.605 -0.098  0.37
5 O -0.777 -0.472 -0.874  -0.55
6 O 0.495 0.219 1.149  -0.43
7 I -0.348 2.629 -0.369  0.14
8 H -0.611 -0.717 -1.759  0.28
9 H -0.326 0.547 1.699  0.42

Forces on the atoms, in the same order (eV/Å):
O -1.9024 0.5348 1.4118
C 1.2692 -0.9518 -0.8634
F 0.4022 0.5454 0.6504
C -2.6747 -2.0711 -3.8423
O 1.5535 2.7243 4.1565
O -1.9380 0.6729 1.8783
I -0.0127 -0.5428 -0.0146
H 1.0880 0.0517 -1.7675
H 2.2150 -0.9635 -1.6092

---

No. 2
C2H2FIS as an isolated structure, computed with the ωB97M-V functional and the def2-TZVPD basis.

Results
Multiplicity: 1
LUMO energy: -0.730 eV
DFT total energy: -23758.02332 eV
HOMO energy: -0.3479 Eh
Energy above the lowest of the compared OMol25 structures with the same formula, charge and spin: 0.831 eV

Last column: Mulliken charge in e.
Geometry (Å):
1 C 0.141 1.707 0.357  0.40
2 C -0.336 0.314 0.231  -0.76
3 F -0.429 2.413 1.333  -0.18
4 S 1.287 2.347 -0.571  -0.24
5 I -2.452 0.053 0.342  0.11
6 H 0.102 0.014 -1.076  0.31
7 H 0.137 -0.370 0.927  0.34

Forces on the atoms, in the same order (eV/Å):
C 0.4637 0.5607 -0.2684
C 1.0216 -1.1030 -4.6113
F -0.0269 -0.2626 0.0411
S -0.1637 0.1351 0.2734
I 0.2452 0.0627 0.0261
H -1.5641 0.6086 4.4965
H 0.0241 -0.0014 0.0425

---

No. 3
C2H2FLiO2Sm as an isolated structure, computed with the ωB97M-V functional and the def2-TZVPD basis.

Results
Multiplicity: 7
LUMO energy (alpha / beta): -9.761 / -9.705 eV
DFT total energy: -27003.97033 eV
Total charge: +2
HOMO energy (alpha / beta): -0.5498 / -0.6228 Eh
⟨S²⟩: 12.0588
Energy above the lowest of the compared OMol25 structures with the same formula, charge and spin: 7.478 eV

Last column: Mulliken charge in e.
Geometry (Å):
1 H -1.123 1.117 -0.675  0.28
2 O -1.221 -1.265 0.508  -0.75
3 C -1.193 -0.065 0.182  0.64
4 C 0.077 0.401 -0.496  -0.18
5 O 1.155 -0.028 0.111  -0.85
6 Li 0.431 -2.019 0.993  0.90
7 Sm 3.482 0.672 -0.168  1.81
8 F -1.715 0.787 1.147  -0.20
9 H 0.106 0.401 -1.601  0.35

Forces on the atoms, in the same order (eV/Å):
H -1.1400 -0.3440 0.1579
O 0.0941 -0.0194 -0.9676
C -0.5438 0.9548 1.9445
C -0.1398 -0.5092 -1.1476
O 3.2007 0.0531 0.5038
Li -0.6800 0.2112 -0.1127
Sm -1.2209 -0.1131 0.1228
F 0.3810 -0.2374 -0.8096
H 0.0486 0.0041 0.3084

---

No. 4
C2H2FLuO as an isolated structure, computed with the ωB97M-V functional and the def2-TZVPD basis.

Results
Multiplicity: 1
LUMO energy (alpha / beta): -11.169 / -12.100 eV
DFT total energy: -40469.45471 eV
Total charge: +2
HOMO energy (alpha / beta): -0.7453 / -0.6527 Eh
Energy above the lowest of the compared OMol25 structures with the same formula, charge and spin: 1.099 eV

Last column: Mulliken charge in e.
Geometry (Å):
1 C 0.324 -0.183 -0.246  0.84
2 C 0.403 0.267 1.017  -0.40
3 F 1.472 -0.570 -0.871  -0.10
4 O -0.595 0.134 -1.098  -0.50
5 H 1.371 0.335 1.509  0.34
6 H -0.499 0.556 1.551  0.28
7 Lu -2.476 -0.538 -1.864  1.54

Forces on the atoms, in the same order (eV/Å):
C 2.2335 0.7786 -6.1568
C 0.0074 0.4320 3.3944
F -2.3530 0.1777 1.6920
O -1.1002 -1.8602 0.9958
H -0.0939 -0.1197 -0.0152
H 0.2201 0.0638 -0.0718
Lu 1.0861 0.5278 0.1616

---

No. 5
One molecule with the formula C2H2FNO, computed with the ωB97M-V functional and the def2-TZVPD basis.

Results
Multiplicity: 1
LUMO energy: 0.211 eV
DFT total energy: -8357.04456 eV
HOMO energy: -0.3623 Eh
Energy above the lowest of the compared OMol25 structures with the same formula, charge and spin: 3.574 eV

Last column: Mulliken charge in e.
Geometry (Å):
1 O 0.273 -1.251 2.612  -0.45
2 C -0.133 -0.932 1.502  0.44
3 C -0.161 -0.194 0.138  -0.27
4 N -1.169 -1.192 0.585  -0.08
5 F -2.407 -0.715 0.784  -0.14
6 H -0.448 0.884 0.246  0.26
7 H 0.622 -0.503 -0.544  0.25

Forces on the atoms, in the same order (eV/Å):
O -1.1589 1.1456 -3.1000
C 0.0198 -0.0512 1.2113
C 0.8233 0.2339 2.7128
N 2.2342 -1.0959 -0.3041
F -1.6508 0.6757 0.3928
H 0.3934 -1.0245 -0.1747
H -0.6609 0.1163 -0.7381

---

No. 6
A 2-piece molecular cluster, C2H2FNO overall, computed with the ωB97M-V functional and the def2-TZVPD basis.

Results
Multiplicity: 3
LUMO energy (alpha / beta): 0.614 / -2.672 eV
DFT total energy: -8355.96498 eV
HOMO energy (alpha / beta): -0.3282 / -0.4428 Eh
⟨S²⟩: 2.0170
Energy above the lowest of the compared OMol25 structures with the same formula, charge and spin: 0.000 eV

Last column: Mulliken charge in e.
Geometry (Å):
1 C -0.953 0.697 -0.250  0.55
2 C -0.306 -0.474 -0.525  -0.29
3 N -1.607 1.523 0.188  -0.36
4 O 1.658 0.486 0.430  -0.35
5 F -0.315 -1.563 0.268  -0.21
6 H 0.100 -0.802 -1.493  0.30
7 H 1.423 0.133 1.382  0.36

Forces on the atoms, in the same order (eV/Å):
C 0.4950 -2.0775 0.1969
C 0.6743 -2.3217 -2.4148
N -1.2426 2.3161 0.7253
O 0.0570 -0.6284 2.6826
F -0.3976 0.8687 0.6497
H -0.2227 0.9295 0.4468
H 0.6366 0.9134 -2.2865

---

No. 7
One molecule with the formula C2H2FNO2, computed with the ωB97M-V functional and the def2-TZVPD basis.

Results
Multiplicity: 1
LUMO energy (alpha / beta): -2.011 / -1.070 eV
DFT total energy: -10401.27925 eV
HOMO energy (alpha / beta): -0.3590 / -0.3763 Eh
Energy above the lowest of the compared OMol25 structures with the same formula, charge and spin: 7.904 eV

Last column: Mulliken charge in e.
Geometry (Å):
1 O -1.435 -0.553 1.745  -0.58
2 N -0.700 -1.276 1.134  0.91
3 O -0.466 -2.439 1.462  -0.56
4 C 0.030 -0.834 0.073  -0.33
5 C -0.038 0.955 -0.314  0.03
6 F 0.780 1.441 -1.183  -0.15
7 H 1.018 -1.290 0.117  0.32
8 H -0.974 1.405 0.146  0.34

Forces on the atoms, in the same order (eV/Å):
O -1.5314 1.3069 0.5103
N 0.0282 -1.3981 1.5850
O -0.1523 -0.2427 -0.1992
C 2.1917 7.0765 -2.8521
C -1.1215 -7.3129 2.9840
F -0.5432 0.2470 0.0919
H -0.2417 0.0764 -0.8673
H 1.3702 0.2468 -1.2527

---

No. 8
One molecule with the formula C2H2FNO2, computed with the ωB97M-V functional and the def2-TZVPD basis.

Results
Multiplicity: 1
LUMO energy: 0.030 eV
DFT total energy: -10404.07989 eV
HOMO energy: -0.3940 Eh
Energy above the lowest of the compared OMol25 structures with the same formula, charge and spin: 5.103 eV

Last column: Mulliken charge in e.
Geometry (Å):
1 C -0.063 -0.261 -0.284  -0.68
2 C -0.872 -1.238 0.189  0.44
3 F -0.524 -2.452 0.476  -0.18
4 N -2.531 -0.952 0.685  0.81
5 O -2.644 0.170 1.064  -0.48
6 O -3.277 -1.896 0.603  -0.49
7 H 0.897 -0.470 -0.506  0.33
8 H -0.270 0.826 -0.402  0.25

Forces on the atoms, in the same order (eV/Å):
C -4.1200 0.2880 1.3823
C -1.1418 2.8323 0.0648
F -0.1157 -0.6412 -0.2025
N 4.1023 -1.4188 -1.3582
O -1.2820 0.2990 0.2242
O 0.1645 1.0939 0.3114
H 3.0724 -1.1922 -0.6319
H -0.6797 -1.2611 0.2099

---

No. 9
C2H2FNO2 as an isolated structure, computed with the ωB97M-V functional and the def2-TZVPD basis.

Results
Multiplicity: 1
LUMO energy: -1.121 eV
DFT total energy: -10404.09471 eV
HOMO energy: -0.3935 Eh
Energy above the lowest of the compared OMol25 structures with the same formula, charge and spin: 5.088 eV

Last column: Mulliken charge in e.
Geometry (Å):
1 C -0.181 -0.195 0.311  -0.13
2 C -0.380 -0.993 -0.906  -0.01
3 N 0.410 1.032 0.353  0.65
4 O 0.136 -0.759 -1.938  -0.40
5 O 0.958 1.841 -0.257  -0.42
6 F 0.540 1.411 1.917  -0.39
7 H -0.594 -0.352 1.331  0.39
8 H -0.890 -1.984 -0.810  0.32

Forces on the atoms, in the same order (eV/Å):
C -0.0107 2.9385 2.0879
C -0.0714 -1.2174 1.5841
N -0.3417 -2.2779 1.6925
O 0.9583 1.0729 -2.3895
O -0.0890 -0.0835 -1.0501
F -0.5229 -0.5535 -1.3771
H 0.3431 -0.5356 -1.1877
H -0.2657 0.6565 0.6400

---

No. 10
One molecule with the formula C2H2FO2P, computed with the ωB97M-V functional and the def2-TZVPD basis.

Results
Multiplicity: 1
LUMO energy (alpha / beta): -1.290 / -0.831 eV
DFT total energy: -18205.92271 eV
HOMO energy (alpha / beta): -0.2996 / -0.3281 Eh
Energy above the lowest of the compared OMol25 structures with the same formula, charge and spin: 2.206 eV

Last column: Mulliken charge in e.
Geometry (Å):
1 C 0.992 0.740 -0.013  0.06
2 C 0.577 -0.622 0.000  -0.10
3 O 0.294 1.726 -0.156  -0.49
4 O -0.663 -1.061 -0.066  -0.12
5 F -2.409 0.700 0.212  -0.21
6 P -2.191 -0.888 -0.039  0.21
7 H 2.091 0.819 0.092  0.29
8 H 1.310 -1.415 -0.030  0.36

Forces on the atoms, in the same order (eV/Å):
C 0.1782 -0.0838 -0.0652
C 0.6066 -0.1585 -0.0073
O -0.2797 0.0973 0.0495
O 1.2197 -0.2669 -0.0715
F 0.0502 -1.0413 -0.1585
P -1.7649 1.4059 0.1891
H -0.0129 0.0517 -0.0069
H 0.0028 -0.0043 0.0708